The following is a DFT calculation (wB97M-V/def2-TZVPD) of a structure of composition C4H6FNOS in a non-equilibrium geometry.

Spin multiplicity: 1
LUMO (eV): 0.5
Energy relative to the best compared isomer or geometry (same formula, charge and spin) (kcal per mole): 110.2
Kohn-Sham gap (Ha): 0.3354
Electronic energy (a.u.): -783.9044

Element x y z (Å)
C 0.8304 0.3134 0.1600
C -0.3230 1.1646 -0.2521
C -1.3849 0.1746 0.0664
C -1.0729 -1.2994 -0.2534
H 4.0723 -0.1570 0.1711
H -0.3804 2.1855 0.3335
H -0.2782 1.4630 -1.2865
H -2.5486 0.2614 -0.2266
H -1.8496 -2.0159 -0.0805
H -0.9740 -1.4465 -1.3660
N 2.0484 0.8624 0.3586
O 2.8529 -0.3858 0.4880
F -1.5441 0.2774 1.4241
S 0.5516 -1.3977 0.4634

Cartesian forces (eV/Å) of the 3 atoms listed first:
C 4.7 2.2 0.9
C 0.0 1.2 0.8
C -6.3 -0.7 -0.5

Atom charges from the natural (NBO) analysis, given in e for atoms 1 to 2: number 1, C, carries 0.041; number 2, C, carries -0.513



The following is a DFT calculation (wB97M-V/def2-TZVPD) of the ion C4H6FO4S with charge -1 in a non-equilibrium geometry.

Spin multiplicity: 1
LUMO (eV): 3.8
Energy relative to the best compared isomer or geometry (same formula, charge and spin) (kcal per mole): 0.0
Kohn-Sham gap (Ha): 0.3387
Net charge: -1
Electronic energy (a.u.): -955.0926

Element x y z (Å)
C 0.9810 0.4099 -0.4362
C 0.9136 1.7777 0.2141
C 0.2368 -1.9561 -0.2560
C 0.1292 -0.5052 0.2693
O -1.6238 0.9414 -1.1779
O 1.7357 0.1616 -1.3248
O -1.8326 1.0211 1.1968
O -2.4829 -1.0074 -0.0067
F 0.3276 -0.4827 1.6262
S -1.6485 0.1542 0.0375
H 0.2024 1.6877 0.9912
H 0.5586 2.4171 -0.4999
H 1.7916 2.2082 0.5796
H -0.5303 -2.1444 -1.0497
H 1.1978 -2.1213 -0.7371
H 0.0440 -2.5619 0.5737

Cartesian forces (eV/Å) of the 3 atoms listed first:
C 1.8 3.1 1.6
C -0.2 -1.7 0.3
C -0.6 1.6 -1.6

Atom charges from the natural (NBO) analysis, given in e for atoms 1 to 2: number 1, C, carries 0.581; number 2, C, carries -0.739



The following is a DFT calculation (wB97M-V/def2-TZVPD) of a structure of composition C4H6FO4Tl in a non-equilibrium geometry.

Spin multiplicity: 1
LUMO (eV): 0.3
Energy relative to the best compared isomer or geometry (same formula, charge and spin) (kcal per mole): 21.2
Kohn-Sham gap (Ha): 0.3147
Electronic energy (a.u.): -729.2946

Element x y z (Å)
C -1.9098 0.3165 -0.9288
O -1.3164 -0.8346 -0.3376
H -1.3115 0.6650 -1.7841
H -2.9175 0.0280 -1.2411
H -1.9393 1.1618 -0.2259
C 0.5424 0.4497 1.3074
O 0.5132 0.4128 -0.0474
C 0.1210 -0.9209 -0.4309
C 0.6051 -1.7471 0.7622
O 0.7655 -0.7627 1.7978
O 0.8594 1.4779 1.8719
F 2.5926 2.5594 -1.3280
H 0.5183 -1.1454 -1.4273
H -0.1489 -2.4733 1.0806
H 1.5673 -2.2411 0.5875
Tl 1.4585 3.0541 0.3435

Cartesian forces (eV/Å) of the 3 atoms listed first:
C 0.3 0.4 -0.4
O 1.1 -1.3 -0.2
H -0.4 -0.2 0.0

Atom charges from the Mulliken analysis, given in e for atoms 1 to 2: number 1, C, carries -0.624; number 2, O, carries -0.407



The following is a DFT calculation (wB97M-V/def2-TZVPD) of a structure of composition C4H6HoO3 in a non-equilibrium geometry.

Spin multiplicity: 6
LUMO (alpha / beta) (eV): 0.1 / -0.6
Energy relative to the best compared isomer or geometry (same formula, charge and spin) (kcal per mole): 33.7
Kohn-Sham gap (alpha / beta) (Ha): 0.2243 / 0.2704
Electronic energy (a.u.): -1329.4367

Element x y z (Å)
H 1.1845 -1.4087 0.5373
C 1.1342 -0.8158 1.4563
C -0.0386 -0.4069 1.9630
H -0.9479 -0.9150 1.6442
H 0.0237 -0.0167 2.9934
O 2.3874 -0.4883 1.8160
O 2.4548 0.1753 3.0763
Ho 3.1625 2.3971 2.7421
C -2.0669 0.1670 -2.5061
C -0.9970 0.1582 -1.7328
O -2.0973 0.3799 -3.8565
H -3.0709 -0.0350 -2.1129
H 0.0826 0.2589 -1.8240
H -1.2113 0.5500 -4.1962

Cartesian forces (eV/Å) of the 3 atoms listed first:
H 0.1 0.1 0.3
C -0.5 0.4 -0.9
C 0.8 -0.9 1.5

Atom charges from the natural (NBO) analysis, given in e for atoms 1 to 2: number 1, H, carries 0.177; number 2, C, carries 0.153



The following is a DFT calculation (wB97M-V/def2-TZVPD) of a structure of composition C4H6IN3 in a non-equilibrium geometry.

Spin multiplicity: 1
LUMO (alpha / beta) (eV): 0.6 / 0.6
Energy relative to the best compared isomer or geometry (same formula, charge and spin) (kcal per mole): 54.4
Kohn-Sham gap (alpha / beta) (Ha): 0.3122 / 0.3122
Electronic energy (a.u.): -617.8441

Element x y z (Å)
C 0.3546 1.3900 -0.5647
C 1.6249 0.0707 -0.0340
C 0.8011 -0.9322 0.2273
C -2.1405 0.8748 -0.3771
N -0.5178 -0.6627 0.1215
N -0.6613 0.6370 -0.2639
N 1.2609 -2.1831 0.5788
I 3.6364 0.2641 -0.4689
H 0.5975 2.4682 -0.3877
H -2.4331 1.9438 -0.5969
H -2.6865 0.1972 -1.1337
H -2.5276 0.6136 0.5933
H 0.5713 -2.5804 1.2242
H 2.1201 -2.1010 1.0816

Cartesian forces (eV/Å) of the 3 atoms listed first:
C 5.0 -3.5 2.7
C -1.7 6.3 -2.6
C -0.4 -0.1 -0.2

Atom charges from the natural (NBO) analysis, given in e for atoms 1 to 2: number 1, C, carries 0.000; number 2, C, carries -0.337



The following is a DFT calculation (wB97M-V/def2-TZVPD) of a structure of composition C4H6IN3OS in a non-equilibrium geometry.

Spin multiplicity: 1
LUMO (alpha / beta) (eV): -1.2 / -1.2
Energy relative to the best compared isomer or geometry (same formula, charge and spin) (kcal per mole): 63.0
Kohn-Sham gap (alpha / beta) (Ha): 0.2799 / 0.2799
Electronic energy (a.u.): -1091.1827

Element x y z (Å)
C 2.0719 2.4849 0.2109
C 0.2298 0.2013 -0.5991
C 0.7777 -1.1138 -0.1849
C -0.3566 1.0530 0.5000
N 2.9513 1.8611 0.7567
N 1.0966 3.0517 -0.1706
N 1.9317 -1.1855 0.6873
O -1.2012 3.1121 -1.0627
S -0.5584 2.9339 0.2143
I 3.4046 -0.1555 0.1908
H 1.0808 0.7816 -0.9770
H -0.6467 0.2052 -1.3844
H 0.1428 -1.8162 0.3692
H 0.8550 -1.5557 -1.1123
H -1.4218 0.9235 0.5651
H 0.0938 0.9904 1.5748

Cartesian forces (eV/Å) of the 3 atoms listed first:
C 0.1 -1.2 1.2
C -1.8 2.5 -0.4
C -0.9 -1.1 1.4

Atom charges from the natural (NBO) analysis, given in e for atoms 1 to 2: number 1, C, carries 0.618; number 2, C, carries -0.449



The following is a DFT calculation (wB97M-V/def2-TZVPD) of a cluster of 2 separate species, C4H6INO in total in a non-equilibrium geometry.

Spin multiplicity: 1
LUMO (eV): 0.5
Energy relative to the best compared isomer or geometry (same formula, charge and spin) (kcal per mole): 47.0
Kohn-Sham gap (Ha): 0.3492
Electronic energy (a.u.): -583.6447

Element x y z (Å)
C -1.0162 3.2298 1.0199
C 0.9162 -1.4804 0.0550
C -1.2062 -0.1231 -0.6773
C -0.4818 -1.0141 0.2804
N -0.0352 2.8587 0.5299
O -1.0476 -1.3785 1.2764
I -3.2547 -0.1971 -0.0806
H 1.4480 -1.0593 -0.8487
H 0.7098 -2.5555 -0.1420
H 1.4423 -1.6188 1.0108
H -1.1118 -0.1604 -1.7319
H -1.0683 0.8863 -0.5868
H -1.9150 3.6164 1.4821

Cartesian forces (eV/Å) of the 3 atoms listed first:
C 1.0 -0.2 -0.4
C 0.2 -1.2 -1.2
C -1.6 -1.3 0.1

Atom charges from the natural (NBO) analysis, given in e for atoms 1 to 2: number 1, C, carries 0.089; number 2, C, carries -0.725



The following is a DFT calculation (wB97M-V/def2-TZVPD) of a cluster of 2 separate species, C4H6INS in total in a non-equilibrium geometry.

Spin multiplicity: 1
LUMO (eV): 0.5
Energy relative to the best compared isomer or geometry (same formula, charge and spin) (kcal per mole): 50.8
Kohn-Sham gap (Ha): 0.3262
Electronic energy (a.u.): -906.5417

Element x y z (Å)
C 1.3167 -1.3123 1.0063
C 2.1329 -0.1699 1.0137
C -1.7320 -1.0261 -1.3145
C 2.7588 0.8510 0.8973
N 0.2570 -1.4218 0.2963
S -0.2145 -0.2181 -0.7076
I -1.3610 3.0994 0.7641
H 1.5782 -2.1422 1.6449
H -2.6010 -0.5119 -0.9165
H -1.7017 -2.0520 -0.9676
H -1.7347 -0.9806 -2.3980
H -2.0085 4.1421 -0.2180
H 3.3099 1.7425 0.8995

Cartesian forces (eV/Å) of the 3 atoms listed first:
C -0.6 -0.5 0.0
C 0.7 1.0 -0.3
C 0.3 0.5 0.1

Atom charges from the natural (NBO) analysis, given in e for atoms 1 to 2: number 1, C, carries -0.030; number 2, C, carries -0.083



The following is a DFT calculation (wB97M-V/def2-TZVPD) of a structure of composition C4H6KLiO2 in a non-equilibrium geometry.

Spin multiplicity: 2
LUMO (alpha / beta) (eV): -4.1 / -4.3
Energy relative to the best compared isomer or geometry (same formula, charge and spin) (kcal per mole): 15.1
Kohn-Sham gap (alpha / beta) (Ha): 0.1950 / 0.2419
Net charge: +1
Electronic energy (a.u.): -913.6657

Element x y z (Å)
O 2.0842 0.3078 -0.5071
C 1.6577 1.4242 -0.0792
C 0.6613 2.3046 -0.3755
K 2.4670 -1.9638 1.0121
Li 1.3132 -0.3376 -2.1557
H 0.6631 2.6919 -1.4043
H 0.3861 3.0768 0.3437
C -1.0581 -1.5799 0.1854
C -1.7436 -0.4235 -0.0638
O -0.2407 -1.7114 1.2929
H -1.3364 -2.5700 -0.1811
H -2.5860 -0.4693 -0.7546
H -1.7371 0.3861 0.6738
H -0.5308 -1.1359 2.0135

Cartesian forces (eV/Å) of the 3 atoms listed first:
O 0.4 -0.7 -1.4
C -1.8 0.0 1.3
C 1.6 0.4 -0.4

Atom charges from the natural (NBO) analysis, given in e for atoms 1 to 2: number 1, O, carries -0.974; number 2, C, carries 0.394



The following is a DFT calculation (wB97M-V/def2-TZVPD) of a structure of composition C4H6KO3 in a non-equilibrium geometry.

Spin multiplicity: 2
LUMO (alpha / beta) (eV): -6.7 / -14.1
Energy relative to the best compared isomer or geometry (same formula, charge and spin) (kcal per mole): 8.7
Kohn-Sham gap (alpha / beta) (Ha): 0.5025 / 0.2205
Net charge: +2
Electronic energy (a.u.): -980.9826

Element x y z (Å)
K -4.8893 0.6398 -2.0722
C 0.9446 0.7508 1.4159
C 0.9755 0.2882 -0.0545
C 0.5836 -1.1886 -0.1689
O -0.8576 -1.1266 -0.2760
C -1.0978 -0.0261 -0.9109
O -2.1687 0.2798 -1.4040
O -0.0439 0.8283 -0.8087
H 1.1669 1.8087 1.5556
H 1.7199 0.2923 2.0298
H -0.0053 0.3995 1.8188
H 1.8783 0.5142 -0.6219
H 0.9401 -1.8395 0.6295
H 0.8537 -1.6208 -1.1324

Cartesian forces (eV/Å) of the 3 atoms listed first:
K -0.1 0.0 -0.1
C 0.5 0.2 2.1
C -0.4 -1.5 -2.3

Atom charges from the natural (NBO) analysis, given in e for atoms 1 to 2: number 1, K, carries 0.999; number 2, C, carries -0.562



Which formula does entry 3 have? C4H6FO4Tl



Number 2 is which compound? C4H6FO4S